ORCA calculation (wB97M-V/def2-TZVPD) on a molecular structure, C21H15BrN4O6SbSe4Tc.

Each line ends with the Mulliken charge.
Positions of all 53 atoms, in Å:
Tc (-0.677, 0.035, 0.071)  -0.0862
N (-1.065, -0.916, -1.890)  -0.1558
C (-0.050, -1.909, -2.236)  0.6718
C (-0.139, -2.700, -3.343)  -0.6889
C (0.905, -3.599, -3.648)  -0.7343
C (2.013, -3.665, -2.850)  -0.9661
C (2.120, -2.852, -1.698)  0.3709
C (3.240, -2.869, -0.834)  -0.5106
C (3.253, -2.050, 0.256)  -1.4165
C (2.143, -1.228, 0.511)  -0.0934
N (1.075, -1.186, -0.259)  0.8468
C (1.066, -1.978, -1.381)  0.0951
H (-0.994, -0.130, -2.536)  0.3732
H (-1.986, -1.326, -2.022)  0.4254
H (-1.000, -2.634, -3.997)  0.4928
H (0.825, -4.225, -4.525)  0.4320
H (2.822, -4.342, -3.088)  0.4478
H (4.073, -3.526, -1.050)  0.4781
H (4.092, -2.020, 0.936)  0.5272
H (2.154, -0.586, 1.380)  0.6813
O (1.493, 0.691, 6.353)  -0.4493
C (1.819, 0.506, 5.070)  0.5810
O (2.924, 0.671, 4.656)  -0.4657
C (0.744, -0.008, 4.155)  -0.0097
C (-0.014, -1.154, 4.273)  -0.1992
N (-0.645, -1.343, 3.097)  -0.3522
N (-0.339, -0.374, 2.220)  1.0564
C (0.499, 0.440, 2.851)  -0.9048
C (0.940, 1.624, 2.050)  0.7656
O (1.553, 2.548, 2.489)  -0.5784
O (0.529, 1.482, 0.799)  -0.2824
H (0.539, 0.651, 6.499)  0.3680
H (-0.116, -1.862, 5.079)  0.5440
H (-1.232, -2.118, 2.830)  0.0862
Se (-3.917, 1.518, -1.261)  -0.1443
Sb (-4.959, -0.494, -0.144)  0.3602
Se (-2.300, 1.870, 0.393)  0.4894
Se (-2.428, -1.590, 0.543)  -0.1959
Se (-3.817, -0.424, 2.091)  -0.2084
Br (-1.879, 5.632, -1.965)  -0.1280
C (-0.215, 4.931, -2.511)  0.2143
C (0.584, 5.786, -3.251)  -0.5672
C (1.808, 5.358, -3.742)  -0.5095
C (2.250, 4.061, -3.515)  -0.8111
C (1.457, 3.201, -2.787)  -0.5697
C (0.220, 3.618, -2.267)  0.5431
C (-0.484, 2.623, -1.473)  1.1487
O (-1.406, 3.076, -0.647)  -0.3160
O (-0.239, 1.404, -1.564)  -0.3668
H (0.243, 6.793, -3.443)  0.4504
H (2.418, 6.049, -4.309)  0.4124
H (3.205, 3.731, -3.895)  0.4271
H (1.792, 2.195, -2.579)  0.4217

As for the spin multiplicity: 1. For the LUMO energy, the calculation gives -7.81 eV. As for the orbital gap: 6.157 eV. The calculation puts the energy above the lowest of the compared OMol25 structures with the same formula, charge and spin at 0.000 eV. The charge is +2. The molar mass is 1034.877 Da. For the HOMO energy, the calculation gives -13.965 eV.